A 16-piece molecular cluster, C50H93N7O27 overall in a non-equilibrium geometry, computed with ωB97M-V with the def2-TZVPD basis set.

Computed properties:
HOMO energy (eV): -10.3
Electronic energy (eV): -119069.87388
LUMO (eV): 0.61

```
! wB97M-V def2-TZVPD RIJCOSX def2/J DEFGRID3
* xyz 0 1
C 6.555 1.287 2.615
C 6.662 2.440 1.576
O 5.492 3.309 1.719
C 4.316 3.001 1.239
O 3.945 1.958 0.699
O 3.515 4.026 1.480
C 2.157 3.914 1.077
H 5.572 0.916 2.353
H 6.484 1.662 3.655
H 7.344 0.543 2.526
H 6.651 1.963 0.594
H 7.476 3.116 1.722
H 1.893 4.842 0.592
H 1.454 3.682 1.888
H 2.109 3.092 0.361
C -5.971 0.010 5.901
C -4.704 -0.691 6.286
O -3.587 0.215 5.930
C -2.362 -0.056 6.411
O -2.019 -1.089 6.977
O -1.566 1.020 6.224
C -0.205 0.949 6.637
H -5.983 0.439 4.880
H -6.297 0.749 6.654
H -6.769 -0.758 6.003
H -4.547 -1.608 5.672
H -4.693 -0.936 7.379
H -0.218 1.025 7.730
H 0.272 1.823 6.207
H 0.167 -0.017 6.243
C 2.701 -3.103 -4.954
C 4.224 -2.894 -5.140
O 4.533 -1.503 -4.724
C 4.407 -1.114 -3.467
O 4.352 -1.800 -2.473
O 4.407 0.246 -3.434
C 4.390 0.907 -2.184
H 2.238 -4.067 -5.208
H 2.156 -2.331 -5.484
H 2.528 -2.996 -3.883
H 4.596 -2.868 -6.160
H 4.805 -3.536 -4.457
H 5.159 0.476 -1.546
H 3.451 0.793 -1.709
H 4.707 1.979 -2.327
C 0.088 -2.166 -2.655
C 0.938 -0.990 -2.527
O 1.263 -0.440 -3.844
C 0.582 0.558 -4.334
O -0.407 1.091 -3.894
O 1.091 1.142 -5.454
C 2.286 0.472 -6.049
H -0.883 -1.857 -2.978
H -0.107 -2.667 -1.689
H 0.462 -2.920 -3.349
H 1.893 -1.169 -2.025
H 0.354 -0.179 -2.095
H 1.962 -0.372 -6.663
H 2.966 0.109 -5.326
H 2.753 1.210 -6.699
C 2.873 -0.755 1.829
C 1.678 0.175 1.698
O 0.694 -0.514 0.738
C -0.061 0.288 0.019
O -0.022 1.481 -0.053
O -1.065 -0.512 -0.395
C -2.096 0.193 -1.142
H 3.712 -0.177 2.211
H 3.234 -1.184 0.887
H 2.558 -1.617 2.456
H 2.041 1.088 1.212
H 1.094 0.423 2.582
H -1.712 0.578 -2.101
H -2.344 1.143 -0.653
H -2.949 -0.496 -1.278
C -4.900 -0.947 2.175
C -3.490 -1.012 1.610
O -3.445 -2.137 0.640
C -2.942 -3.267 1.240
O -2.665 -3.401 2.404
O -2.736 -4.292 0.463
C -2.929 -4.156 -1.026
H -5.628 -0.835 1.358
H -5.023 -0.056 2.788
H -5.114 -1.882 2.743
H -2.663 -1.209 2.352
H -3.291 -0.165 1.013
H -3.989 -3.998 -1.226
H -2.555 -5.080 -1.356
H -2.400 -3.302 -1.395
C -2.655 -1.238 -5.212
C -3.480 -2.417 -5.018
O -2.933 -3.373 -4.039
C -1.846 -4.073 -4.399
O -1.085 -3.790 -5.340
O -1.569 -5.018 -3.494
C -0.315 -5.699 -3.593
H -2.563 -0.529 -4.387
H -3.138 -0.675 -6.015
H -1.688 -1.579 -5.406
H -3.646 -3.006 -5.939
H -4.457 -2.195 -4.561
H 0.416 -5.123 -3.040
H -0.014 -5.766 -4.631
H -0.572 -6.626 -3.122
C 4.113 -0.092 6.406
C 3.384 0.642 5.324
O 3.400 1.959 5.688
C 2.714 2.861 4.975
O 1.873 2.587 4.121
O 3.020 4.078 5.327
C 2.330 5.187 4.705
H 5.188 0.083 6.475
H 3.824 -1.141 6.268
H 3.598 0.237 7.321
H 2.313 0.388 5.088
H 3.938 0.669 4.401
H 2.469 5.133 3.612
H 2.817 6.068 5.097
H 1.284 5.057 4.910
C -3.161 3.247 -4.331
C -3.852 4.524 -3.895
O -4.987 4.840 -4.772
C -5.311 6.082 -5.113
O -4.607 7.066 -4.833
O -6.365 6.073 -5.952
C -6.748 7.394 -6.367
H -2.350 3.363 -5.016
H -3.896 2.557 -4.729
H -2.698 2.836 -3.463
H -3.179 5.399 -3.872
H -4.313 4.394 -2.886
H -7.697 7.243 -6.847
H -5.947 7.869 -6.934
H -6.916 7.991 -5.461
C 5.309 -3.163 3.812
C 6.328 -2.237 4.070
N 7.160 -1.497 4.365
H 5.676 -3.964 3.121
H 4.444 -2.701 3.372
H 5.038 -3.609 4.774
C -1.330 4.795 -0.991
C -2.408 3.874 -0.559
N -3.219 3.148 -0.250
H -1.386 4.886 -2.082
H -0.380 4.383 -0.698
H -1.449 5.793 -0.550
C -6.894 2.089 -4.318
C -6.167 1.150 -3.535
N -5.429 0.414 -3.031
H -7.842 1.644 -4.661
H -6.311 2.362 -5.185
H -7.233 2.999 -3.799
C 0.557 -3.966 0.843
C 1.840 -4.503 1.246
N 2.883 -4.864 1.554
H 0.602 -2.859 0.837
H -0.196 -4.408 1.485
H 0.368 -4.299 -0.201
C -1.280 2.123 2.780
C -1.253 3.599 2.734
N -1.057 4.730 2.757
H -1.538 1.792 1.765
H -2.024 1.829 3.506
H -0.278 1.849 3.113
C 4.894 -4.613 -1.008
C 3.519 -4.612 -1.513
N 2.458 -4.593 -1.994
H 5.332 -3.757 -1.450
H 5.281 -5.566 -1.310
H 4.752 -4.467 0.068
C -0.968 -4.094 5.191
C -0.200 -3.106 4.486
N 0.387 -2.295 3.900
H -1.483 -4.611 4.395
H -1.748 -3.652 5.842
H -0.352 -4.721 5.778
*
```